Formula: C17H19ClF5N6NiO4S2
Source: OMol25
Level of theory: ωB97M-V/def2-TZVPD

```
55
Properties=species:S:1:pos:R:3:forces:R:3
Ni -0.6815 -0.1516 -0.1921 0.2872 -0.4884 0.2971
S 2.3028 -0.5870 2.2780 -0.0952 -0.0077 -0.0185
C 2.6249 -1.0280 0.6476 0.0007 0.1599 0.0610
S 1.5123 -0.7961 -0.6804 -0.1237 -0.0654 0.0272
C 3.8589 -1.5929 0.3249 0.0512 -0.0204 -0.0613
C 4.2144 -1.9762 -1.0011 -0.0074 0.0968 0.0619
N 4.5557 -2.2790 -2.0604 0.0248 -0.0708 -0.0576
C 4.8637 -1.8035 1.3123 -0.1261 -0.0841 0.0333
N 5.6891 -2.0144 2.0909 0.0904 0.0393 -0.0087
C -0.0278 3.1485 3.2506 0.0190 0.0002 0.0448
C -0.1984 1.6965 2.7429 0.0478 -0.1459 0.0535
N -0.3886 1.7043 1.2933 -0.1257 0.1582 -0.3003
C 0.8515 2.2183 0.6760 0.0271 0.0290 -0.0726
C 1.1440 3.6500 1.1481 0.0235 0.0081 -0.0212
N 0.0240 4.0612 2.0610 0.0071 0.0276 0.0208
C -1.2725 4.0151 1.3070 -0.0340 0.0543 -0.0006
C -1.5685 2.5358 1.0196 -0.0931 0.0619 0.0125
H 0.9045 3.2848 3.7981 -0.0090 -0.0104 0.0017
H -0.8590 3.4867 3.8705 0.0133 -0.0067 -0.0069
H -1.0624 1.2336 3.2188 0.0042 -0.0007 -0.0017
H 0.6804 1.0859 2.9521 0.0136 -0.0085 0.0006
H 0.7624 2.1963 -0.4032 -0.0291 0.0003 0.0098
H 1.6456 1.5357 0.9776 0.0188 0.0062 0.0015
H 1.1530 4.3526 0.3159 0.0106 0.0080 0.0223
H 2.0672 3.7269 1.7227 0.0033 -0.0045 -0.0083
H 0.1895 5.0126 2.3783 -0.0056 -0.0308 -0.0218
H -1.1321 4.5752 0.3833 -0.0115 -0.0365 0.0261
H -2.0310 4.4897 1.9297 0.0039 -0.0090 -0.0076
H -1.9085 2.4261 -0.0005 -0.0246 0.0006 -0.1003
H -2.3683 2.1786 1.6710 0.0010 -0.0051 -0.0126
O -2.6373 2.9043 -2.1779 0.1857 -0.0806 0.0729
Cl -1.2226 2.7373 -2.4056 -0.3173 -0.0713 -0.0544
O -0.9119 2.8090 -3.7912 0.0596 -0.0228 0.0217
O -0.5145 3.7760 -1.6725 0.1758 0.0404 0.0777
O -0.8016 1.4358 -1.8750 -0.0344 0.1667 -0.0341
N -2.1779 -3.5762 4.8314 -0.0350 -0.0498 -0.0004
C -1.8678 -2.7926 3.7416 0.0010 0.0283 0.0080
C -0.7767 -3.0853 2.9292 -0.0020 0.0280 -0.0053
C -0.5084 -2.2845 1.8402 0.0012 -0.0384 0.0275
N -1.2613 -1.2300 1.5103 0.0926 0.0417 -0.0306
C -2.3240 -0.9683 2.2691 -0.0440 -0.0115 0.0267
C -2.6665 -1.7009 3.3846 0.0207 -0.0067 -0.0111
H -1.4442 -4.1627 5.1903 0.0007 0.0160 0.0097
H -2.7744 -3.1742 5.5333 0.0168 0.0045 0.0012
H -0.1236 -3.9181 3.1518 0.0160 -0.0125 -0.0031
H 0.3317 -2.4866 1.1923 0.0338 0.0129 -0.0220
H -2.9449 -0.1366 1.9554 0.0015 0.0068 0.0000
H -3.5489 -1.4443 3.9567 -0.0072 0.0077 0.0014
F -1.1851 -1.7087 -2.6571 -0.0621 0.0519 0.0284
C -1.6704 -1.4607 -1.4001 -0.1338 0.2959 -0.1022
F -1.8186 -2.7138 -0.8230 -0.0015 0.0514 0.0464
C -3.1113 -0.9123 -1.5713 0.0870 -0.0495 0.0114
F -3.3641 -0.0503 -0.5260 -0.0050 0.0240 0.0289
F -3.2780 -0.2117 -2.6866 0.0394 0.0027 -0.0189
F -4.0903 -1.8286 -1.5128 -0.0520 -0.0916 -0.0540
```
Positions in Å, forces in eV/Å.

## Properties
- LUMO energy (alpha / beta) (eV) = 1.1 / 1.1
- relative energy (zero: lowest compared OMol25 entry of this formula, charge and spin) (eV) = 0.0000
- 2S+1 = 3
- total charge = -1
- Kohn-Sham gap (alpha / beta) (eV) = 5.2547 / 5.2421
- <S²> = 2.006
- energy (eV) = -123885.4022

These are the natural (NBO) partial charges, in e, on atoms 1 to 5: atom 1 (Ni): 1.239, atom 2 (S): -0.430, atom 3 (C): -0.199, atom 4 (S): -0.360, atom 5 (C): -0.504